# 1
Density functional theory data (the ωB97M-V functional and the def2-TZVPD basis) for C28H35BBrF9IN8OS3Ti as an isolated structure at a distorted geometry.

The geometry in ORCA input format:
```
! wB97M-V def2-TZVPD RIJCOSX def2/J DEFGRID3
* xyz 0 2
Ti -0.1471 -0.1208 0.5762
C 6.4475 -4.7447 1.2024
C 6.0656 -3.6391 0.2156
C 6.1089 -4.2259 -1.2034
C 7.0936 -2.5053 0.3397
C 4.6676 -3.0881 0.4803
C 4.1662 -2.0679 -0.3215
C 2.8964 -1.6095 -0.0848
Br 2.1656 -0.1995 -1.1458
C 2.0312 -2.0845 0.9145
O 0.8251 -1.5201 0.9906
C 2.5399 -3.1109 1.7366
C 3.8379 -3.5612 1.4847
C 1.8061 -3.7990 2.8966
C 0.3925 -3.2814 3.1459
C 1.7066 -5.3055 2.6107
C 2.6042 -3.5708 4.1911
H 7.4521 -5.1046 0.9757
H 5.7646 -5.5932 1.1296
H 6.4472 -4.3769 2.2303
H 7.0999 -4.6329 -1.4151
H 5.8838 -3.4681 -1.9546
H 5.3776 -5.0303 -1.3020
H 8.1004 -2.8849 0.1542
H 7.0645 -2.0766 1.3431
H 6.8952 -1.7063 -0.3755
H 4.7451 -1.6242 -1.1200
H 4.2185 -4.3378 2.1318
H -0.2454 -3.3986 2.2700
H 0.4292 -2.2316 3.4161
H -0.0518 -3.8420 3.9716
H 1.1131 -5.4794 1.7110
H 1.2192 -5.8080 3.4489
H 2.6852 -5.7638 2.4658
H 2.7406 -2.5013 4.3653
H 3.5881 -4.0394 4.1492
H 2.0627 -3.9926 5.0404
C -1.0639 0.5137 -5.3945
C -1.3252 -0.5849 -4.4393
N -1.8402 -1.7369 -4.7070
N -1.8832 -2.3797 -3.5045
C -1.4093 -1.6485 -2.4859
S -1.3470 -2.0961 -0.8704
N -1.0310 -0.4944 -3.0915
N -0.4264 0.5427 -2.4106
H -1.4569 0.2402 -6.3692
H 0.0064 0.7100 -5.4770
H -1.5411 1.4328 -5.0515
H -2.2548 -3.3098 -3.4369
H 0.3817 0.8829 -2.9176
H -1.0630 1.3274 -2.2840
F 2.3240 7.5828 -3.0843
C 1.9075 6.4869 -2.4441
C 1.4058 5.4080 -3.1482
F 1.3370 5.4560 -4.4818
C 0.9816 4.2850 -2.4693
F 0.5139 3.2563 -3.2056
C 1.0222 4.1658 -1.0742
S 0.4970 2.7583 -0.2427
C 1.5392 5.2832 -0.4051
F 1.6199 5.2660 0.9329
C 1.9749 6.4137 -1.0636
F 2.4707 7.4484 -0.3786
I -2.7139 -1.3246 6.1786
C -2.4274 -1.0404 4.1475
C -3.2585 -1.4390 3.1229
N -2.6448 -1.0949 1.9850
N -1.4728 -0.4840 2.2085
C -1.3274 -0.4454 3.5270
H -4.2224 -1.9168 3.1406
H -3.0150 -1.1439 1.0458
H -0.4715 0.0191 3.9844
C 3.1637 1.5346 4.6591
N 1.9751 2.3180 4.3655
C 1.2042 2.1108 3.2829
N 0.1566 2.9107 3.0948
S 1.5435 0.7866 2.2701
H 3.5642 1.8479 5.6200
H 3.9232 1.6622 3.8862
H 2.9080 0.4770 4.7022
H 1.8494 3.1771 4.8739
H 0.1064 3.7726 3.6173
H -0.1936 2.9645 2.1288
F -3.0524 2.0954 -1.3489
B -3.0402 1.6917 -0.0330
F -4.0467 0.7878 0.2513
F -2.9209 2.6947 0.8808
F -1.7369 0.8462 0.0982
*
```

E_tot, Eh: -7440.9729
ΔE to the lowest compared entry with this formula, charge and spin, kJ/mol: 167.26


# 2
Density functional theory data (the ωB97M-V functional and the def2-TZVPD basis) for C22H30BN8O2Ru as an isolated structure at a distorted geometry.

The geometry in ORCA input format:
```
! wB97M-V def2-TZVPD RIJCOSX def2/J DEFGRID3
* xyz 3 5
Ru 0.1451 0.0391 0.1241
C 3.9558 -0.0419 0.2475
C 3.2160 -0.0375 -1.0399
C 3.7813 -0.0653 -2.3742
C 2.6439 -0.0537 -3.2698
C 2.6716 -0.0796 -4.7508
N 1.5746 -0.0184 -2.5211
N 1.9169 -0.0074 -1.1578
B 0.0208 -0.0023 -2.7865
N -0.5591 -1.2929 -2.1478
N -0.7246 -1.4914 -0.7711
C -1.4937 -2.5989 -0.6040
C -1.9766 -3.0854 0.7124
C -1.7840 -3.1251 -1.8463
C -1.2062 -2.2839 -2.7938
C -1.2911 -2.3838 -4.2724
N -0.5292 1.3264 -2.2041
N -0.7111 1.5800 -0.8360
C -1.4590 2.7102 -0.7320
C -1.9521 3.2671 0.5524
C -1.7125 3.1994 -1.9963
C -1.1394 2.3087 -2.8999
C -1.1982 2.3561 -4.3827
H 5.0292 -0.0697 0.0827
H 3.7219 0.8579 0.8197
H 3.6784 -0.9168 0.8386
H 4.8250 -0.0924 -2.6460
H 3.6954 -0.1092 -5.1123
H 2.1382 -0.9562 -5.1228
H 2.1787 0.8073 -5.1530
H -0.1308 -0.0265 -3.9578
H -1.8194 -2.3656 1.5107
H -3.0503 -3.2611 0.6444
H -1.5080 -4.0348 0.9754
H -2.3740 -4.0028 -2.0498
H -1.8668 -3.2656 -4.5427
H -1.7882 -1.5114 -4.6954
H -0.3019 -2.4753 -4.7207
H -1.8755 2.5661 1.3793
H -1.4304 4.1912 0.8074
H -3.0079 3.5130 0.4391
H -2.2767 4.0830 -2.2428
H -1.7470 3.2411 -4.6950
H -0.1997 2.4062 -4.8171
H -1.7098 1.4809 -4.7822
O 0.4180 5.7858 4.3509
C -0.1116 4.8440 5.2450
N 0.0519 3.5763 4.5389
C -0.3892 2.4191 5.0616
O -0.9899 2.3027 6.1031
C -0.1925 1.1588 4.2280
C -0.1931 -0.0615 4.9050
C -0.0853 -1.2421 4.1836
C -0.0615 -1.1790 2.8074
N -0.1211 -0.0039 2.1409
C -0.1465 1.1471 2.8524
H 0.4311 6.6552 4.7702
H -1.1774 5.0027 5.4321
H 0.4432 4.8151 6.1886
H 0.7440 3.6082 3.8060
H -0.2851 -0.0503 5.9843
H -0.0416 -2.2029 4.6772
H 0.0038 -2.0722 2.1987
H -0.1475 2.0647 2.2761
*
```

E_tot, Eh: -1563.5984
ΔE to the lowest compared entry with this formula, charge and spin, kJ/mol: 136.64


# 3
Density functional theory data (the ωB97M-V functional and the def2-TZVPD basis) for a 2-piece molecular cluster, C6H7Br overall at a distorted geometry.

The geometry in ORCA input format:
```
! wB97M-V def2-TZVPD RIJCOSX def2/J DEFGRID3
* xyz 0 1
C 1.7485 -2.1615 0.0062
C 2.5436 -2.9336 -0.5142
C -0.1920 1.2423 0.4243
C 0.0230 0.6802 -1.0488
C 1.0156 -1.0788 0.6940
C 0.5448 0.0160 0.1191
Br -4.9373 -0.0935 -0.0537
H 3.0387 -3.8474 -0.7776
H -4.0405 -1.0308 0.2594
H -0.0746 2.3401 0.5352
H -1.2890 0.8923 0.7027
H -0.8280 0.1450 -1.4406
H 0.5678 1.2807 -1.7619
H 0.9781 -1.1153 1.7979
*
```

E_tot, Eh: -2806.6618
Structure (SMILES): C#CC=C1CC1.Br
ΔE to the lowest compared entry with this formula, charge and spin, kJ/mol: 319.64


# 4
Density functional theory data (the ωB97M-V functional and the def2-TZVPD basis) for a 2-piece molecular cluster, C2H5NS2 overall at a distorted geometry.

The geometry in ORCA input format:
```
! wB97M-V def2-TZVPD RIJCOSX def2/J DEFGRID3
* xyz 0 1
C 0.6856 -0.8841 0.8387
C 0.5944 0.5311 0.8180
N -1.5244 0.6204 -1.7324
S 1.2973 -1.8826 2.0168
S -0.3833 0.0034 -2.5510
H 0.2643 -1.3347 0.0450
H 1.3899 0.8957 1.4560
H -0.4136 0.7693 1.1234
H 0.5441 0.9688 -0.0992
H -2.4543 0.3128 -1.9153
*
```

E_tot, Eh: -930.2100
Structure (SMILES): CC=S.N=S
ΔE to the lowest compared entry with this formula, charge and spin, kJ/mol: 339.88